Entry 1:
40
Properties=species:S:1:pos:R:3 method="wB97M-V/def2-TZVPD" energy_ha=-1244.5337 homo_lumo_gap_ev=10.4 e_homo_ev=-9.837 total_charge=0 fmax_ev_per_a=8.7
C 6.28 -0.72 0.16
C 5.01 -0.04 -0.69
O 4.72 -0.65 -1.86
O 4.27 1.16 -0.26
C 2.85 0.85 0.04
C 1.94 2.15 -0.37
C 1.01 2.75 0.84
C -0.58 2.92 0.35
C -1.22 1.38 0.51
C -2.78 1.30 0.04
C -3.40 -0.21 -0.14
C -2.53 -1.15 -1.21
C -3.06 -2.71 -1.25
C -2.59 -3.60 0.05
O -1.62 -2.80 0.80
S -2.36 -1.65 1.82
O -2.95 -2.47 3.03
O -3.72 -0.91 1.12
H 6.13 -0.61 1.32
H 7.29 -0.18 -0.14
H 6.41 -1.87 -0.15
H 2.76 0.51 1.16
H 2.49 -0.06 -0.62
H 2.64 2.99 -0.79
H 1.22 1.81 -1.23
H 0.97 1.91 1.68
H 1.43 3.72 1.36
H -1.11 3.70 1.04
H -0.52 3.24 -0.79
H -0.48 0.68 -0.08
H -1.16 1.15 1.68
H -3.49 1.86 0.83
H -2.89 1.93 -0.96
H -4.45 -0.06 -0.69
H -1.37 -1.03 -1.10
H -2.79 -0.70 -2.29
H -4.25 -2.78 -1.28
H -2.70 -3.26 -2.25
H -1.99 -4.54 -0.39
H -3.46 -4.02 0.71

=====

Entry 2:
54
Properties=species:S:1:pos:R:3 method="wB97M-V/def2-TZVPD" energy_ha=-6282.3170 homo_lumo_gap_ev=1.8 e_homo_ev=-15.138 total_charge=+3 fmax_ev_per_a=6.7
N -0.44 2.19 0.92
In -0.52 0.74 2.50
C -2.62 -0.21 2.71
C -2.91 -0.90 1.29
C -4.14 -0.21 0.55
F -5.20 -0.02 1.46
F -4.50 -1.03 -0.54
F -3.71 1.07 0.08
C 0.87 -1.04 2.09
C 2.21 -0.59 1.39
O 3.27 -0.71 2.04
O 2.13 -0.12 0.07
H -1.32 2.24 0.38
H -0.34 3.14 1.33
H -0.07 1.44 4.10
H -2.49 -1.02 3.50
H -3.36 0.61 3.00
H -3.06 -2.02 1.41
H -2.00 -0.78 0.60
H 0.27 -1.81 1.50
H 1.12 -1.50 3.10
H 3.06 0.06 -0.19
Na -1.05 4.54 1.55
C -7.46 -2.65 -1.54
Cl -7.45 -4.20 -2.39
Cl -8.70 -1.58 -2.20
H -7.67 -2.83 -0.49
H -6.49 -2.18 -1.66
C 5.96 -0.38 1.24
C 7.14 0.12 0.35
O 6.71 1.16 -0.30
H 5.10 -0.67 0.64
H 6.29 -1.26 1.80
H 5.65 0.38 1.96
H 7.46 -0.76 -0.24
H 7.99 0.25 1.04
K -1.21 3.29 4.79
C 8.01 -3.19 0.48
O 7.10 -4.02 0.64
O 8.37 -2.34 1.33
O 8.69 -3.08 -0.58
C -3.29 1.64 -2.55
C -2.85 2.73 -3.50
O -2.09 3.60 -3.14
C -3.40 2.69 -4.90
H -2.82 1.79 -1.58
H -4.37 1.67 -2.42
H -2.98 0.66 -2.94
H -4.49 2.77 -4.87
H -3.10 1.77 -5.39
H -3.00 3.54 -5.46
Al 6.87 -3.58 -1.51
Br -4.47 3.65 1.29
Al 9.31 -3.05 -2.74

=====

Entry 3:
58
Properties=species:S:1:pos:R:3 method="wB97M-V/def2-TZVPD" energy_ha=-9154.2571 homo_lumo_gap_ev=5.8 e_homo_ev=-3.802 total_charge=-1 fmax_ev_per_a=1.2
C 1.62 1.03 -0.69
B 0.32 0.15 -0.37
O 0.50 -1.28 -0.38
C -1.01 0.72 -0.05
C -2.24 0.09 -0.43
F -3.14 0.95 -1.05
F -2.17 -0.98 -1.33
F -3.01 -0.48 0.58
H 1.75 1.78 0.09
H 2.54 0.43 -0.69
H 1.50 1.54 -1.65
H 0.93 -1.54 -1.20
H -1.05 1.76 -0.37
C -0.83 4.37 1.79
Cl 0.68 3.68 1.21
Cl -1.82 5.02 0.47
H -1.40 3.57 2.25
H -0.63 5.17 2.49
C -0.71 -3.73 -0.77
Cl -1.90 -5.06 -0.72
Cl 0.84 -4.27 -1.45
H -1.10 -2.94 -1.39
H -0.52 -3.37 0.23
C -5.57 -5.87 -2.03
Cl -4.69 -6.91 -0.90
Cl -6.03 -6.72 -3.52
H -6.48 -5.53 -1.55
H -4.92 -5.04 -2.29
C -4.74 3.70 -1.68
Cl -4.27 4.53 -3.18
Cl -5.90 4.65 -0.74
H -5.20 2.76 -1.95
H -3.85 3.54 -1.08
C 5.13 2.04 1.90
Cl 3.76 3.04 2.44
Cl 4.68 0.92 0.61
H 5.89 2.70 1.52
H 5.48 1.46 2.75
C 2.95 1.53 -4.85
Cl 2.58 3.02 -3.98
Cl 2.30 0.09 -4.05
H 2.50 1.60 -5.83
H 4.03 1.43 -4.91
C 5.91 4.24 -1.61
Cl 7.21 3.79 -0.49
Cl 5.94 3.29 -3.10
H 4.95 4.09 -1.13
H 6.06 5.28 -1.88
C -5.10 -8.19 2.63
Cl -5.81 -7.26 3.95
Cl -3.59 -8.99 3.09
H -5.81 -8.96 2.33
H -4.89 -7.52 1.81
C 3.66 1.31 6.38
Cl 5.10 1.84 5.48
Cl 2.24 1.17 5.36
H 3.88 0.34 6.80
H 3.47 2.04 7.15

=====

Entry 4:
49
Properties=species:S:1:pos:R:3 method="wB97M-V/def2-TZVPD" energy_ha=-7853.8629 homo_lumo_gap_ev=1.8 e_homo_ev=-13.322 total_charge=+2 fmax_ev_per_a=1.2
C 2.38 -3.73 0.02
C 0.95 -3.14 0.20
C 0.80 -1.69 -0.30
Cl -0.26 -1.70 -1.74
C 0.24 -0.73 0.76
P 1.58 -0.77 2.15
O 2.87 -1.10 1.54
O 0.95 -1.85 3.10
O 1.57 0.61 2.90
O -0.94 -1.37 1.30
S -1.75 -0.36 2.23
O -1.36 -0.42 3.58
O -3.09 -0.43 1.79
O -1.02 0.95 1.65
C -0.35 0.67 0.40
C 0.47 1.92 -0.07
Br 0.73 3.24 1.30
C 1.75 1.60 -0.86
C 3.05 1.52 -0.06
Br 1.90 2.98 -2.24
P -1.84 0.79 -0.82
C -2.86 2.19 -0.24
C -4.22 1.95 0.43
C -1.39 1.21 -2.53
C -2.13 0.37 -3.61
H 2.41 -4.34 -0.89
H 3.09 -2.89 -0.03
H 2.63 -4.34 0.88
H 0.65 -3.25 1.23
H 0.27 -3.76 -0.38
H 1.76 -1.30 -0.62
H 1.51 -2.02 3.88
H 0.88 0.72 3.57
H -0.17 2.45 -0.77
H 1.58 0.71 -1.46
H 2.88 1.38 1.00
H 3.61 2.44 -0.17
H 3.68 0.71 -0.43
H -2.21 2.80 0.41
H -3.01 2.75 -1.16
H -4.12 1.73 1.48
H -4.76 1.13 -0.03
H -4.80 2.87 0.34
H -0.32 1.08 -2.63
H -1.63 2.27 -2.65
H -1.45 -0.35 -4.05
H -2.45 1.03 -4.41
H -3.01 -0.15 -3.23
Cd 4.97 -4.38 -0.75

=====

Entry 5:
42
Properties=species:S:1:pos:R:3 method="wB97M-V/def2-TZVPD" energy_ha=-10972.2887 homo_lumo_gap_ev=9.9 e_homo_ev=-9.306 total_charge=0 fmax_ev_per_a=1.1
C -0.86 3.21 0.41
C -1.13 1.92 0.31
N -2.42 1.42 -0.06
C -2.40 0.55 -1.25
C -2.04 -0.93 -1.03
C -0.61 -1.33 -1.42
C 0.44 -1.18 -0.30
C -3.28 1.00 0.93
O -4.17 0.21 0.76
O -3.09 1.65 2.11
C -2.52 0.82 3.12
H -1.63 3.97 0.41
H 0.17 3.53 0.51
H -0.35 1.20 0.52
H -3.36 0.63 -1.74
H -1.66 0.98 -1.93
H -2.26 -1.27 -0.01
H -2.71 -1.50 -1.67
H -0.32 -0.78 -2.32
H -0.65 -2.39 -1.70
H 1.11 -0.34 -0.50
H 1.07 -2.07 -0.26
H -0.04 -1.04 0.66
H -2.63 1.34 4.06
H -3.03 -0.15 3.17
H -1.45 0.69 2.94
Br 3.32 -5.13 -0.33
C 1.70 -6.14 -0.68
C 0.48 -5.27 -0.61
Br 0.01 -4.83 1.23
H 1.67 -6.95 0.03
H 1.81 -6.54 -1.69
H -0.39 -5.78 -1.02
H 0.61 -4.32 -1.13
Br 4.13 2.54 1.09
C 4.14 3.71 -0.47
C 3.74 5.12 -0.12
Br 1.82 5.25 0.20
H 3.47 3.26 -1.19
H 5.16 3.69 -0.85
H 3.95 5.79 -0.95
H 4.23 5.48 0.77

=====

Entry 6:
40
Properties=species:S:1:pos:R:3 method="wB97M-V/def2-TZVPD" energy_ha=-1576.0994 homo_lumo_gap_ev="9.5 / 9.6" e_homo_ev="-8.774 / -9.630" multiplicity=2 total_charge=0 fmax_ev_per_a=1.9
C 1.45 -2.19 0.89
C 2.32 -1.27 0.03
Cl 3.90 -2.16 -0.16
C 1.76 -0.96 -1.36
Cl 3.07 -0.09 -2.28
C 0.46 -0.08 -1.42
N 0.23 0.28 -2.84
C -0.76 -0.93 -1.01
C -1.59 -0.44 0.19
C -2.17 -1.70 0.86
C -2.77 0.41 -0.32
N -0.78 0.25 1.21
O -1.46 0.58 2.26
C 0.07 1.40 0.77
C 1.26 1.50 1.79
C -0.67 2.74 0.85
C 0.62 1.26 -0.67
H 0.80 -1.59 1.52
H 0.89 -2.91 0.30
H 2.10 -2.75 1.54
H 2.57 -0.37 0.55
H 1.60 -1.88 -1.91
H 0.75 1.12 -3.07
H 0.53 -0.47 -3.45
H -0.47 -1.96 -0.88
H -1.44 -0.93 -1.85
H -2.80 -2.23 0.16
H -2.74 -1.43 1.75
H -1.34 -2.33 1.16
H -3.58 -0.27 -0.57
H -3.15 1.07 0.45
H -2.51 0.96 -1.22
H 2.22 1.49 1.30
H 1.18 0.71 2.53
H 1.20 2.43 2.34
H -1.67 2.69 0.43
H -0.73 3.10 1.87
H -0.11 3.45 0.26
H 0.11 1.99 -1.29
H 1.67 1.52 -0.73